Model i:
ORCA calculation (ωB97M-V with the def2-TZVPD basis set) on a structure of composition C2H5N4.

## Properties
* LUMO level (spin up / spin down): -6.708 / -7.011 eV
* HOMO-LUMO gap (spin up / spin down): 8.81 / 8.52 eV

```
! RIJCOSX wB97M-V def2-TZVPD def2/J DEFGRID3
* xyz 1 1
C 1.376 0.291 -0.042
C -1.179 0.392 -0.244
N 2.349 -0.489 0.134
N -0.476 -1.401 0.033
N 0.065 -0.202 -0.154
N -1.704 -0.917 0.062
H 1.245 1.286 -0.182
H -0.888 1.554 1.306
H -1.431 0.909 -1.138
H 3.299 -0.054 0.126
H -2.656 -1.369 0.099
*
```

Atomic partial charges in e from the Löwdin method, atoms 1 to 8: C -0.20; C -0.06; N 0.19; N 0.24; N -0.12; N 0.09; H 0.09; H 0.33

=====

Model ii:
ORCA calculation (ωB97M-V with the def2-TZVPD basis set) on the ion C2H5N4 with charge +1.

## Properties
* LUMO level: -4.174 eV
* HOMO-LUMO gap: 10.89 eV

```
! RIJCOSX wB97M-V def2-TZVPD def2/J DEFGRID3
* xyz 1 1
C -0.396 0.116 -0.140
C 0.844 -1.182 1.620
N 0.242 -1.002 0.323
N 1.646 -1.065 0.646
N -1.683 0.186 0.176
N 0.255 0.945 -0.947
H 2.480 -0.749 0.253
H -2.016 -0.703 0.545
H -2.102 1.076 0.192
H -0.221 1.797 -1.077
H 0.952 0.581 -1.591
*
```

Atomic partial charges in e from the Löwdin method, atoms 1 to 8: C -0.40; C 0.10; N -0.02; N 0.12; N 0.25; N 0.24; H 0.14; H 0.16

=====

The most stable of them is model ii.

=====

Model i:
ORCA calculation (ωB97M-V with the def2-TZVPD basis set) on a cluster of 3 separate species, C2H8N4O in total.

## Properties
* LUMO level: 0.788 eV
* HOMO-LUMO gap: 10.00 eV
* SMILES: [H]/N=N\[H].CN=C=N.O

```
! RIJCOSX wB97M-V def2-TZVPD def2/J DEFGRID3
* xyz 0 1
H -0.077 2.150 -0.726
N 0.283 1.236 -1.085
N -0.390 0.652 -1.912
H -1.300 1.065 -2.204
C 0.919 1.013 1.894
N -0.166 0.498 1.127
C -0.705 -0.572 1.003
N -1.517 -1.455 0.855
H 1.770 1.180 1.221
H 1.218 0.336 2.703
H 0.605 1.973 2.322
H -1.431 -2.192 0.185
O 0.015 -2.165 -1.582
H 0.786 -2.507 -2.043
H -0.010 -1.212 -1.759
*
```

Atomic partial charges in e from the Löwdin method, atoms 1 to 8: H 0.08; N -0.02; N -0.03; H 0.08; C -0.12; N -0.02; C -0.33; N 0.17

=====

Model ii:
ORCA calculation (ωB97M-V with the def2-TZVPD basis set) on a cluster of 2 separate species, C2H8N4O in total.

## Properties
* LUMO level: 0.678 eV
* HOMO-LUMO gap: 8.62 eV
* SMILES: NC=C=O.NNN

```
! RIJCOSX wB97M-V def2-TZVPD def2/J DEFGRID3
* xyz 0 1
N -2.091 0.949 0.291
C -2.061 -0.466 0.454
C -1.227 -1.277 -0.148
O -0.632 -2.116 -0.725
H -1.227 1.274 -0.141
H -2.208 1.416 1.184
H -2.941 -0.900 0.907
N 0.727 0.877 -0.770
N 1.251 0.324 0.429
N 2.419 -0.453 0.357
H 0.695 0.189 -1.530
H 1.330 1.640 -1.069
H 0.530 -0.137 1.025
H 3.153 0.033 -0.156
H 2.282 -1.355 -0.108
*
```

Atomic partial charges in e from the Löwdin method, atoms 1 to 8: N 0.01; C -0.21; C -0.23; O 0.12; H 0.03; H 0.07; H 0.12; N -0.03

=====

The most stable of them is model i.

=====

Model i:
ORCA calculation (ωB97M-V with the def2-TZVPD basis set) on the molecule C22H24N2O4.

## Properties
* LUMO level: -0.454 eV
* HOMO-LUMO gap: 8.39 eV

```
! RIJCOSX wB97M-V def2-TZVPD def2/J DEFGRID3
* xyz 0 1
C -4.656 -2.789 -1.808
C -5.229 -1.762 -1.007
H -6.266 -1.548 -1.335
H -5.306 -2.128 0.004
C -4.674 -0.565 -1.238
C -3.430 -0.416 -0.324
N -3.061 -1.543 0.388
C -1.834 -1.414 0.779
C -1.465 -2.607 1.435
C -0.209 -2.722 2.237
C 0.492 -1.330 2.400
C 0.086 -0.258 1.677
C -0.964 -0.468 0.894
C -1.399 0.960 0.353
C -2.620 0.859 -0.502
C -3.148 2.097 -0.931
H -3.685 1.726 -1.851
C -3.872 2.969 0.011
H -4.577 2.599 0.295
H -4.232 3.958 -0.460
H -3.222 3.325 0.647
H -2.331 2.774 -1.281
C -0.536 2.190 0.394
O -0.695 3.072 1.242
O 0.437 2.094 -0.826
C 1.556 2.921 -0.653
H 1.548 3.082 -1.673
H 1.269 3.898 -0.010
C 2.757 2.290 -0.126
O 3.856 2.987 -0.112
N 2.824 1.125 0.002
H 1.925 0.471 -0.203
C 4.018 0.305 0.477
C 4.041 -1.160 -0.298
C 3.199 -2.183 -0.259
C 3.822 -2.842 -1.144
C 4.925 -2.447 -1.855
O 5.072 -1.217 -0.878
H 5.607 -2.740 -2.381
H 3.277 -3.883 -1.333
H 2.427 -2.319 0.488
H 4.724 0.952 0.468
H 3.850 0.042 1.568
H 0.740 0.394 1.941
H 1.348 -1.517 2.902
H 0.218 -3.657 2.713
H -1.969 -3.603 1.474
H -4.418 -0.272 -2.099
H -5.325 0.465 -0.753
H -5.353 -3.678 -1.768
H -3.649 -2.877 -1.632
H -4.699 -2.429 -2.985
*
```

Atomic partial charges in e from the Löwdin method, atoms 1 to 8: C -0.11; C -0.41; H 0.14; H 0.13; C -0.20; C -0.07; N 0.17; C -0.35

=====

Model ii:
ORCA calculation (ωB97M-V with the def2-TZVPD basis set) on the molecule C22H24N2O4.

## Properties
* LUMO level: 0.647 eV
* HOMO-LUMO gap: 8.69 eV
* SMILES: CCOc1ccc(-c2cc(CCCC(=O)Nc3cccc(OC)c3)no2)cc1

```
! RIJCOSX wB97M-V def2-TZVPD def2/J DEFGRID3
* xyz 0 1
C -5.690 -0.363 1.243
C -5.528 -1.244 0.008
O -4.551 -0.756 -0.891
C -3.234 -1.001 -0.666
C -2.708 -1.679 0.430
C -1.345 -1.874 0.531
C -0.475 -1.407 -0.450
C 0.951 -1.610 -0.321
C 2.001 -1.366 -1.170
C 3.148 -1.732 -0.426
C 4.563 -1.605 -0.871
C 5.525 -1.168 0.241
C 4.952 -0.067 1.152
C 4.076 0.895 0.365
O 4.472 1.497 -0.608
N 2.807 0.988 0.863
C 1.676 1.574 0.289
C 1.708 2.256 -0.925
C 0.533 2.760 -1.443
C -0.676 2.615 -0.782
C -0.709 1.946 0.436
O -1.828 1.747 1.189
C -3.038 2.312 0.745
C 0.470 1.426 0.961
N 2.798 -2.167 0.758
O 1.443 -2.098 0.836
C -1.005 -0.722 -1.546
C -2.361 -0.522 -1.649
H -6.466 -0.773 1.884
H -4.761 -0.305 1.805
H -5.975 0.643 0.944
H -5.303 -2.279 0.293
H -6.456 -1.241 -0.571
H -3.345 -2.060 1.211
H -0.942 -2.399 1.384
H 1.977 -0.974 -2.164
H 4.900 -2.563 -1.277
H 4.589 -0.874 -1.682
H 5.775 -2.025 0.867
H 6.439 -0.811 -0.235
H 4.382 -0.530 1.956
H 5.778 0.498 1.589
H 2.608 0.454 1.699
H 2.642 2.378 -1.446
H 0.554 3.283 -2.388
H -1.573 3.017 -1.223
H -3.762 2.111 1.533
H -2.949 3.394 0.607
H -3.378 1.851 -0.187
H 0.420 0.898 1.902
H -0.347 -0.335 -2.308
H -2.782 0.005 -2.491
*
```

Atomic partial charges in e from the Löwdin method, atoms 1 to 8: C -0.07; C -0.24; O -0.05; C -0.27; C -0.01; C 0.00; C -0.16; C -0.22

=====

The most stable of them is model ii.